Formula: C3H8NOP
Source: the Open Molecules 2025 dataset
Level of theory: ωB97M-V/def2-TZVPD

- SMILES: CN=C=O.CP
- E_tot: -590.4237 a.u.
- F_max: 0.0261 Eh/bohr
- Energy relative to the best compared isomer or geometry (same formula, charge and spin): 77.9 kJ/mol

ORCA input file:
```
! RIJCOSX wB97M-V def2-TZVPD def2/J DEFGRID3
* xyz 0 1
P -0.480 0.427 0.749
O 0.429 -3.375 1.653
N 0.803 -3.159 -0.640
C 0.524 -3.179 0.512
C -0.886 2.030 1.586
C 0.585 -2.581 -1.910
H -0.304 -1.947 -1.916
H 0.467 -3.387 -2.634
H 0.509 0.032 1.647
H -1.447 1.820 2.491
H 1.455 -1.983 -2.185
H 0.470 0.961 -0.122
H -1.514 2.615 0.916
H 0.013 2.592 1.829
*
```

---

Formula: C3H8NOP
Source: the Open Molecules 2025 dataset
Level of theory: ωB97M-V/def2-TZVPD

- SMILES: C/C(O)=C/[PH2]=N
- E_tot: -590.3468 a.u.
- F_max: 0.0922 Eh/bohr
- Energy relative to the best compared isomer or geometry (same formula, charge and spin): 279.7 kJ/mol

ORCA input file:
```
! RIJCOSX wB97M-V def2-TZVPD def2/J DEFGRID3
* xyz 0 1
P -1.937 -0.412 0.175
O 1.033 -1.015 0.895
N -3.306 -0.253 -0.552
C 2.352 0.606 -0.255
C -0.213 0.436 -0.405
C 0.972 0.001 -0.015
H -3.227 0.526 -1.125
H 2.392 1.679 -0.059
H 3.003 0.070 0.530
H 2.917 0.349 -1.284
H -0.450 1.227 -1.126
H 0.283 -1.197 1.360
H -1.951 -0.174 1.558
H -1.867 -1.844 0.303
*
```

---

Formula: C3H8NOP
Source: the Open Molecules 2025 dataset
Level of theory: ωB97M-V/def2-TZVPD

- E_tot: -590.3486 a.u.
- F_max: 0.0457 Eh/bohr
- Energy relative to the best compared isomer or geometry (same formula, charge and spin): 274.9 kJ/mol

ORCA input file:
```
! RIJCOSX wB97M-V def2-TZVPD def2/J DEFGRID3
* xyz 0 1
P 1.513 -0.012 -0.679
O 0.666 -1.391 -0.616
N 0.207 1.635 -2.380
C 0.477 -0.913 1.801
C -1.247 -0.018 0.110
C 0.142 -0.513 0.385
H 0.556 2.510 -1.990
H -1.966 -0.819 0.298
H -0.062 -1.822 2.067
H -1.315 0.295 -0.933
H 0.193 -0.122 2.492
H 0.773 1.445 -3.207
H -1.484 0.831 0.752
H 1.547 -1.105 1.900
*
```